--- one ---
{"formula": "C42H30Cl5N4S7V", "method": "ωB97M-V/def2-TZVPD", "elements": ["V", "Cl", "C", "C", "C", "Cl", "C", "Cl", "C", "Cl", "C", "Cl", "N", "S", "N", "S", "N", "S", "N", "C", "C", "C", "C", "C", "C", "C", "C", "C", "C", "C", "C", "C", "C", "C", "C", "C", "C", "C", "C", "C", "C", "C", "C", "C", "C", "C", "C", "C", "C", "C", "C", "C", "C", "C", "C", "H", "H", "H", "H", "H", "H", "H", "H", "H", "H", "H", "H", "H", "H", "H", "H", "H", "H", "H", "H", "H", "H", "H", "H", "H", "H", "H", "H", "H", "H", "S", "S", "S", "S"], "coordinates": [[2.852, 0.244, 0.644], [4.867, 2.074, -1.133], [5.512, 0.599, -0.564], [4.651, -0.335, -0.008], [5.164, -1.606, 0.246], [4.112, -2.838, 0.780], [6.524, -1.912, 0.067], [7.131, -3.477, 0.381], [7.421, -0.902, -0.355], [9.088, -1.200, -0.452], [6.890, 0.357, -0.698], [7.942, 1.578, -1.280], [1.948, 1.214, -0.750], [0.584, 1.857, -0.424], [-0.743, 1.057, -0.936], [-1.584, 0.047, -0.067], [-0.819, -1.086, 0.742], [0.451, -1.847, 0.087], [1.796, -1.171, 0.177], [0.383, -3.419, 0.893], [-0.501, -3.646, 1.945], [-0.562, -4.919, 2.529], [0.277, -5.943, 2.081], [1.164, -5.704, 1.029], [1.215, -4.443, 0.421], [-0.050, -2.185, -1.571], [-1.019, -3.176, -1.804], [-1.472, -3.385, -3.116], [-0.976, -2.614, -4.167], [-0.004, -1.635, -3.930], [0.461, -1.423, -2.620], [-2.735, -0.661, -1.185], [-2.823, -0.197, -2.490], [-3.811, -0.764, -3.340], [-4.655, -1.754, -2.865], [-4.549, -2.210, -1.554], [-3.575, -1.654, -0.694], [-2.629, 0.834, 1.122], [-2.715, 0.359, 2.422], [-3.627, 0.980, 3.311], [-4.418, 2.036, 2.876], [-4.322, 2.486, 1.565], [-3.412, 1.889, 0.664], [0.384, 3.391, -1.291], [1.462, 4.282, -1.360], [1.300, 5.505, -2.017], [0.068, 5.844, -2.579], [-0.995, 4.959, -2.494], [-0.837, 3.724, -1.846], [0.153, 2.206, 1.278], [-0.584, 3.364, 1.549], [-1.034, 3.599, 2.854], [-0.725, 2.717, 3.878], [0.007, 1.557, 3.596], [0.412, 1.294, 2.296], [-1.164, -2.879, 2.327], [-1.238, -5.076, 3.362], [0.235, -6.913, 2.556], [1.829, -6.478, 0.679], [1.885, -4.271, -0.404], [-1.436, -3.743, -0.982], [-2.235, -4.125, -3.290], [-1.334, -2.778, -5.170], [0.413, -1.028, -4.725], [1.212, -0.662, -2.435], [-2.155, 0.562, -2.876], [-3.882, -0.406, -4.359], [-5.416, -2.168, -3.515], [-5.186, -2.995, -1.171], [-3.484, -1.987, 0.329], [-2.081, -0.437, 2.788], [-3.680, 0.609, 4.326], [-5.109, 2.500, 3.565], [-4.934, 3.310, 1.215], [-3.343, 2.233, -0.358], [2.404, 4.011, -0.915], [2.145, 6.172, -2.093], [-0.055, 6.798, -3.066], [-1.967, 5.198, -2.910], [-1.687, 3.059, -1.801], [-0.835, 4.102, 0.793], [-1.613, 4.494, 3.071], [-1.067, 2.919, 4.878], [0.273, 0.853, 4.373], [0.961, 0.370, 2.078], [3.356, -0.676, 2.759], [3.535, 0.626, 4.265], [3.132, 2.550, 3.405], [3.477, 2.313, 1.456]], "lowdin_spin": [1.775, 0.008, 0.017, -0.019, 0.019, 0.010, -0.007, -0.004, 0.025, 0.009, -0.007, -0.004, 0.003, 0.030, 0.010, 0.006, 0.009, 0.046, 0.006, 0.008, 0.002, 0.000, 0.001, 0.000, 0.002, 0.010, 0.002, 0.000, 0.001, 0.000, 0.002, 0.001, 0.000, 0.000, 0.000, 0.000, 0.000, 0.001, 0.000, 0.000, 0.000, 0.000, 0.000, 0.001, 0.002, 0.000, 0.000, 0.000, 0.000, 0.007, 0.002, 0.000, 0.001, 0.000, 0.004, 0.000, 0.000, 0.000, 0.000, 0.000, 0.000, 0.000, 0.000, 0.000, 0.000, 0.000, 0.000, 0.000, 0.000, 0.000, 0.000, 0.000, 0.000, 0.000, 0.000, 0.001, 0.000, 0.000, 0.000, 0.000, 0.000, 0.000, 0.000, 0.000, 0.001, 0.020, 0.002, -0.001, -0.005], "homo_lumo_gap_ev": [4.29, 4.27], "s_squared": 2.028, "lumo_energy_ha": [-0.0363, -0.0361], "spin_multiplicity": 3, "homo_energy_ev": [-5.282, -5.257]}

--- two ---
{"formula": "C42H30Cl5N4S7V", "method": "ωB97M-V/def2-TZVPD", "elements": ["V", "Cl", "C", "C", "C", "Cl", "C", "Cl", "C", "Cl", "C", "Cl", "N", "S", "N", "S", "N", "S", "N", "C", "C", "C", "C", "C", "C", "C", "C", "C", "C", "C", "C", "C", "C", "C", "C", "C", "C", "C", "C", "C", "C", "C", "C", "C", "C", "C", "C", "C", "C", "C", "C", "C", "C", "C", "C", "H", "H", "H", "H", "H", "H", "H", "H", "H", "H", "H", "H", "H", "H", "H", "H", "H", "H", "H", "H", "H", "H", "H", "H", "H", "H", "H", "H", "H", "H", "S", "S", "S", "S"], "coordinates": [[6.092, -22.397, 4.053], [3.827, -24.194, 2.374], [4.914, -25.078, 3.403], [5.925, -24.466, 4.143], [6.806, -25.202, 4.939], [8.070, -24.497, 5.887], [6.565, -26.567, 5.146], [7.325, -27.387, 6.497], [5.627, -27.224, 4.355], [5.138, -28.770, 4.815], [4.763, -26.474, 3.476], [3.531, -27.208, 2.606], [5.100, -22.215, 5.534], [3.940, -21.731, 6.368], [2.973, -20.516, 5.871], [3.013, -19.431, 4.679], [4.413, -19.387, 3.903], [4.992, -20.105, 2.607], [5.206, -21.609, 2.670], [6.427, -19.128, 2.226], [6.900, -18.254, 3.241], [7.991, -17.434, 3.049], [8.542, -17.414, 1.736], [8.060, -18.178, 0.693], [7.020, -19.070, 0.947], [3.959, -19.722, 1.236], [3.472, -18.407, 1.137], [2.616, -18.043, 0.077], [2.506, -18.895, -1.038], [3.128, -20.141, -0.996], [3.773, -20.588, 0.141], [3.009, -17.851, 5.502], [2.253, -17.730, 6.659], [2.433, -16.618, 7.476], [3.231, -15.572, 7.007], [3.861, -15.640, 5.779], [3.715, -16.788, 4.976], [1.406, -19.565, 3.815], [0.566, -18.417, 3.836], [-0.814, -18.618, 3.535], [-1.197, -19.898, 3.131], [-0.302, -20.919, 2.968], [1.023, -20.799, 3.339], [4.319, -21.086, 7.989], [5.518, -21.365, 8.547], [5.755, -20.998, 9.877], [4.811, -20.171, 10.491], [3.548, -19.908, 9.952], [3.309, -20.414, 8.670], [2.912, -23.028, 6.835], [3.521, -24.271, 7.113], [2.790, -25.438, 7.148], [1.414, -25.354, 6.784], [0.782, -24.116, 6.776], [1.520, -22.951, 6.750], [6.313, -18.234, 4.165], [8.397, -16.861, 3.856], [9.495, -16.895, 1.525], [8.526, -18.140, -0.282], [6.646, -19.731, 0.179], [3.802, -17.594, 1.729], [2.028, -17.076, 0.094], [1.927, -18.655, -1.907], [3.134, -20.822, -1.845], [4.285, -21.558, 0.106], [1.555, -18.534, 7.017], [1.982, -16.603, 8.527], [3.294, -14.628, 7.613], [4.271, -14.746, 5.350], [4.246, -16.854, 3.996], [0.939, -17.425, 4.100], [-1.561, -17.828, 3.596], [-2.265, -20.010, 2.911], [-0.577, -21.854, 2.500], [1.705, -21.678, 3.378], [6.347, -21.787, 8.016], [6.723, -21.275, 10.331], [5.038, -19.818, 11.514], [2.769, -19.383, 10.521], [2.364, -20.293, 8.159], [4.555, -24.296, 7.440], [3.273, -26.430, 7.189], [0.823, -26.296, 6.668], [-0.307, -24.025, 6.771], [1.013, -21.979, 6.623], [7.477, -23.145, 2.039], [9.069, -23.492, 3.229], [9.398, -21.643, 4.168], [7.550, -21.094, 4.976]], "lowdin_spin": [1.761, 0.001, 0.002, -0.019, 0.006, 0.003, -0.002, -0.001, 0.009, 0.003, -0.004, -0.002, 0.010, 0.069, 0.020, 0.014, 0.014, 0.036, 0.001, 0.007, 0.000, 0.000, 0.000, 0.000, 0.001, 0.000, 0.003, 0.000, 0.003, 0.000, 0.004, 0.004, 0.001, 0.000, 0.000, 0.000, 0.001, 0.000, 0.003, 0.000, 0.002, 0.000, 0.002, 0.011, 0.003, 0.000, 0.001, 0.001, 0.002, 0.008, 0.003, 0.000, 0.002, 0.000, 0.003, 0.000, 0.000, 0.000, 0.000, 0.000, 0.000, 0.000, 0.000, 0.000, 0.001, 0.000, 0.000, 0.000, 0.000, 0.000, 0.000, 0.000, 0.000, 0.000, 0.000, 0.001, 0.000, 0.000, 0.000, 0.000, 0.001, 0.000, 0.000, 0.000, 0.000, -0.006, 0.008, 0.028, -0.021], "homo_lumo_gap_ev": [4.27, 4.26], "s_squared": 2.026, "lumo_energy_ha": [-0.0381, -0.0383], "spin_multiplicity": 3, "homo_energy_ev": [-5.311, -5.305]}

Least stable of them? two.

--- one ---
{"formula": "C5H13N", "method": "ωB97M-V/def2-TZVPD", "elements": ["C", "C", "C", "N", "C", "C", "H", "H", "H", "H", "H", "H", "H", "H", "H", "H", "H", "H", "H"], "coordinates": [[0.948, 0.010, -1.717], [0.822, 0.181, -0.255], [1.253, -1.073, 0.519], [-0.514, 0.589, 0.091], [-0.633, 1.223, 1.375], [-1.648, -0.256, -0.170], [-0.019, 0.732, -2.046], [0.686, -1.031, -2.143], [2.029, 0.399, -2.261], [1.365, 0.978, 0.095], [2.265, -1.429, 0.172], [1.329, -0.851, 1.594], [0.515, -1.857, 0.427], [-1.676, 1.482, 1.397], [-0.719, 0.512, 2.202], [0.078, 2.006, 1.582], [-1.733, -0.492, -1.231], [-2.631, 0.146, -0.029], [-1.715, -1.270, 0.398]], "nbo_charge": [-0.626, -0.081, -0.626, -0.446, -0.410, -0.430, 0.230, 0.214, 0.225, 0.195, 0.211, 0.206, 0.206, 0.201, 0.159, 0.203, 0.205, 0.209, 0.156], "smiles": "CC(C)N(C)C", "homo_lumo_gap_ev": 9.23, "lumo_energy_ha": 0.0392, "spin_multiplicity": 1, "homo_energy_ev": -8.161}

--- two ---
{"formula": "C5H13N", "method": "ωB97M-V/def2-TZVPD", "elements": ["C", "C", "C", "C", "C", "N", "H", "H", "H", "H", "H", "H", "H", "H", "H", "H", "H", "H", "H"], "coordinates": [[1.275, 0.514, -0.521], [-0.029, 0.515, -1.175], [-0.809, -0.745, -1.419], [-0.317, 1.322, 0.107], [-0.108, 0.858, 1.625], [0.245, -2.060, 0.682], [1.708, -0.399, 0.033], [1.927, 1.412, -0.665], [-0.245, 1.191, -2.058], [-0.544, -1.235, -2.389], [-1.900, -0.599, -1.377], [1.048, -2.512, 0.259], [0.048, 2.411, 0.018], [-1.433, 1.379, 0.104], [-0.996, 1.159, 2.206], [0.742, 1.312, 2.065], [-0.012, -0.209, 1.653], [-0.334, -1.460, -0.300], [-0.266, -2.854, 1.152]], "nbo_charge": [-0.056, -0.266, -0.781, -0.451, -0.617, -1.263, 0.280, 0.216, 0.268, 0.214, 0.196, 0.326, 0.231, 0.308, 0.209, 0.199, 0.290, 0.348, 0.350], "homo_lumo_gap_ev": 5.24, "lumo_energy_ha": -0.0355, "spin_multiplicity": 1, "homo_energy_ev": -6.212}

--- three ---
{"formula": "C5H13N", "method": "ωB97M-V/def2-TZVPD", "elements": ["C", "C", "C", "C", "C", "N", "H", "H", "H", "H", "H", "H", "H", "H", "H", "H", "H", "H", "H"], "coordinates": [[0.456, -2.221, -0.803], [-0.371, -1.590, 0.296], [-0.824, -0.172, -0.059], [0.266, 0.901, -0.025], [-0.337, 2.281, -0.216], [1.095, 0.803, 1.157], [1.337, -1.587, -0.953], [-0.049, -2.217, -1.776], [0.816, -3.228, -0.590], [-1.268, -2.144, 0.573], [0.183, -1.567, 1.242], [-1.221, -0.190, -1.078], [-1.671, 0.089, 0.591], [0.899, 0.701, -0.900], [-1.105, 2.342, -0.985], [0.419, 3.025, -0.486], [-0.811, 2.644, 0.705], [1.590, 1.661, 1.340], [0.597, 0.468, 1.967]], "nbo_charge": [-0.612, -0.399, -0.393, -0.054, -0.618, -0.850, 0.207, 0.199, 0.212, 0.198, 0.201, 0.202, 0.197, 0.170, 0.210, 0.204, 0.202, 0.363, 0.359], "smiles": "CCC[C@@H](C)N", "homo_lumo_gap_ev": 10.24, "lumo_energy_ha": 0.0445, "spin_multiplicity": 1, "homo_energy_ev": -9.027}

Least stable of them? two.

--- one ---
{"formula": "C5H13N", "method": "ωB97M-V/def2-TZVPD", "elements": ["C", "N", "C", "C", "C", "C", "H", "H", "H", "H", "H", "H", "H", "H", "H", "H", "H", "H", "H"], "coordinates": [[-2.507, -0.786, -0.479], [-1.900, 0.477, -0.126], [0.580, 0.785, -0.910], [1.511, 0.662, 0.163], [1.637, -0.785, -0.489], [0.999, 0.525, 1.585], [-1.754, -1.573, -0.388], [-3.290, -1.027, 0.249], [-3.001, -0.817, -1.460], [-2.573, 1.202, 0.055], [0.955, 1.333, -1.780], [-0.708, 0.710, -0.542], [2.399, 1.287, 0.083], [2.182, -1.326, 0.270], [0.733, -1.366, -0.634], [2.247, -0.792, -1.372], [0.588, 1.470, 1.935], [0.157, -0.162, 1.548], [1.745, 0.182, 2.292]], "nbo_charge": [-0.401, -1.007, -0.069, -0.271, -0.640, -0.619, 0.157, 0.172, 0.145, 0.337, 0.174, 0.333, 0.212, 0.280, 0.280, 0.237, 0.229, 0.244, 0.207], "homo_lumo_gap_ev": 6.51, "lumo_energy_ha": -0.0016, "spin_multiplicity": 1, "homo_energy_ev": -6.549}

--- two ---
{"formula": "C5H13N", "method": "ωB97M-V/def2-TZVPD", "elements": ["C", "C", "C", "C", "N", "C", "H", "H", "H", "H", "H", "H", "H", "H", "H", "H", "H", "H", "H"], "coordinates": [[1.448, -0.979, -0.412], [1.381, 0.227, 0.584], [-0.101, 0.812, 0.610], [-0.439, 1.633, -0.544], [-1.011, -0.281, 0.931], [-1.500, -1.047, -0.175], [1.412, -0.721, -1.435], [0.478, -1.472, -0.239], [2.387, -1.621, -0.324], [1.971, 1.181, 0.581], [1.384, -0.281, 1.572], [-0.034, 1.453, 1.517], [0.132, 2.550, -0.644], [-1.509, 1.982, -0.505], [-0.333, 1.208, -1.549], [-0.782, -0.814, 1.690], [-1.256, -2.126, -0.272], [-2.571, -1.057, -0.275], [-1.056, -0.646, -1.111]], "nbo_charge": [-0.638, -0.408, -0.038, -0.641, -0.645, -0.437, 0.197, 0.225, 0.214, 0.207, 0.188, 0.192, 0.225, 0.222, 0.207, 0.365, 0.183, 0.186, 0.197], "smiles": "CC[C@@H](C)NC", "homo_lumo_gap_ev": 9.36, "lumo_energy_ha": 0.0408, "spin_multiplicity": 1, "homo_energy_ev": -8.252}

--- three ---
{"formula": "C5H13N", "method": "ωB97M-V/def2-TZVPD", "elements": ["C", "C", "C", "N", "C", "C", "H", "H", "H", "H", "H", "H", "H", "H", "H", "H", "H", "H", "H"], "coordinates": [[2.054, 0.077, -0.857], [1.584, -0.132, 0.604], [0.061, -0.838, 0.613], [-0.748, 0.026, -0.243], [-2.025, -0.665, -0.437], [-0.935, 1.343, 0.216], [2.917, 0.759, -0.806], [2.188, -1.036, -1.111], [1.340, 0.517, -1.673], [1.333, 0.768, 1.344], [2.324, -0.814, 1.158], [0.163, -1.777, 0.098], [-0.283, -0.907, 1.661], [-1.818, -1.676, -0.879], [-2.659, -0.171, -1.139], [-2.531, -0.853, 0.546], [-1.405, 1.988, -0.623], [-1.664, 1.556, 1.151], [0.103, 1.836, 0.377]], "nbo_charge": [-0.645, -0.409, -0.217, -0.463, -0.408, -0.427, 0.217, 0.213, 0.231, 0.196, 0.209, 0.193, 0.173, 0.196, 0.202, 0.165, 0.202, 0.161, 0.212], "smiles": "CCCN(C)C", "homo_lumo_gap_ev": 9.70, "lumo_energy_ha": 0.0408, "spin_multiplicity": 1, "homo_energy_ev": -8.591}

--- four ---
{"formula": "C5H13N", "method": "ωB97M-V/def2-TZVPD", "elements": ["C", "C", "C", "C", "C", "N", "H", "H", "H", "H", "H", "H", "H", "H", "H", "H", "H", "H", "H"], "coordinates": [[2.695, -0.709, 0.274], [1.989, 0.394, -0.509], [0.689, 0.785, 0.190], [-0.473, -0.250, -0.109], [-1.835, 0.287, 0.395], [-2.995, -0.377, -0.350], [2.792, -0.639, 1.406], [3.708, -0.751, -0.139], [2.314, -1.745, 0.028], [1.538, 0.121, -1.574], [2.707, 1.348, -0.483], [0.804, 0.900, 1.286], [0.388, 1.803, -0.367], [-0.301, -1.271, 0.301], [-0.589, -0.407, -1.237], [-1.949, 1.392, 0.251], [-2.080, 0.178, 1.554], [-2.973, -1.390, -0.104], [-3.791, 0.067, 0.078]], "nbo_charge": [-0.638, -0.405, -0.390, -0.434, -0.213, -0.836, 0.214, 0.212, 0.207, 0.216, 0.204, 0.203, 0.197, 0.203, 0.211, 0.188, 0.162, 0.347, 0.351], "smiles": "CCCCCN", "homo_lumo_gap_ev": 10.50, "lumo_energy_ha": 0.0434, "spin_multiplicity": 1, "homo_energy_ev": -9.316}

Least stable of them? one.